(a)
Here is a structure of composition C2H4I2S from the OMol25 dataset. Energies are from ωB97M-V/def2-TZVPD.

Structure (ORCA input):
```
! RIJCOSX wB97M-V def2-TZVPD def2/J DEFGRID3
* xyz 0 1
C -0.270 0.568 -1.562
C -0.083 -0.327 1.112
S 1.178 -1.481 1.267
I -1.926 -1.384 1.435
I -0.134 1.467 2.022
H -0.004 -0.428 -1.660
H -1.355 1.008 -1.857
H 0.450 1.286 -1.389
H 2.145 -0.709 0.632
*
```

- Kohn-Sham gap (alpha / beta) (eV) = 7.704 / 7.809
- highest occupied orbital energy (alpha / beta) (Ha) = -0.3193 / -0.2954


(b)
Here is a structure of composition C2H4I2S from the OMol25 dataset. Energies are from ωB97M-V/def2-TZVPD.

Structure (ORCA input):
```
! RIJCOSX wB97M-V def2-TZVPD def2/J DEFGRID3
* xyz 0 1
C 1.784 0.514 -1.558
C -1.139 -0.653 0.837
S -1.467 -0.749 2.591
I -1.737 -2.399 -0.035
I -1.970 1.232 -0.219
H 1.283 1.465 -1.319
H 1.363 -0.495 -1.598
H 2.891 0.611 -1.716
H -1.008 0.473 3.017
*
```

- Kohn-Sham gap (alpha / beta) (eV) = 7.619 / 7.102
- highest occupied orbital energy (alpha / beta) (Ha) = -0.3080 / -0.3217


Energies relative to the most stable structure, in hartree: (a) 0.0000; (b) 0.0036.


(a)
Here is the molecule C11H18N2O2 from the OMol25 dataset. Energies are from ωB97M-V/def2-TZVPD.

Structure (ORCA input):
```
! RIJCOSX wB97M-V def2-TZVPD def2/J DEFGRID3
* xyz 0 1
C -0.646 1.983 0.710
C -0.010 0.656 2.548
C 1.245 -2.344 -0.590
C 2.274 2.538 1.541
C -2.015 -1.954 -1.050
C -1.447 0.344 -1.646
C 0.293 -1.374 -1.480
C 1.947 1.726 0.289
C -0.911 -0.587 0.776
C -0.021 0.759 1.094
C -0.992 -0.855 -0.772
N -1.141 3.009 0.610
N 0.282 0.768 3.654
O -2.165 -0.619 1.287
O 1.180 0.510 0.488
H 0.713 -3.186 -0.274
H 1.587 -1.969 0.477
H 2.052 -2.654 -1.272
H 1.405 2.798 2.079
H 2.861 1.966 2.176
H 2.761 3.482 1.338
H -3.033 -1.643 -0.972
H -1.799 -2.373 -2.047
H -1.987 -2.678 -0.342
H -1.820 0.013 -2.572
H -2.081 1.055 -1.155
H -0.596 0.922 -1.782
H 0.891 -0.649 -2.024
H 0.003 -2.012 -2.349
H 2.802 1.343 -0.240
H 1.349 2.273 -0.527
H -0.307 -1.367 1.191
H -2.674 0.118 0.837
*
```

- Kohn-Sham gap (eV) = 11.097
- highest occupied orbital energy (Ha) = -0.3840
- SMILES = CCOC(C#N)(C#N)[C@@H](O)C(C)(C)CC


(b)
Here is the molecule C11H18N2O2 from the OMol25 dataset. Energies are from ωB97M-V/def2-TZVPD.

Structure (ORCA input):
```
! RIJCOSX wB97M-V def2-TZVPD def2/J DEFGRID3
* xyz 0 1
C -3.017 -0.009 -0.810
N -3.820 -1.168 -0.154
C -4.507 -0.712 1.041
H -5.173 0.157 0.563
H -5.099 -1.449 1.165
H -3.798 -0.049 1.659
C -2.881 -2.003 0.134
C -1.708 -1.995 1.021
C -0.833 -1.573 1.779
C 0.115 -1.106 2.690
H 0.387 -1.832 3.697
O 1.618 -1.177 2.111
C 1.618 -0.138 0.984
C 1.278 -0.524 -0.146
O 1.830 0.223 -1.333
C 1.194 1.715 -1.358
C 1.745 2.392 -2.615
C 3.174 2.844 -2.153
N 4.211 2.962 -1.742
H 1.309 3.266 -2.738
H 2.022 1.577 -3.457
H 1.380 2.305 -0.340
H 0.166 1.443 -1.498
H 1.670 -1.367 -0.330
H 0.309 -0.775 -0.317
H 1.185 0.781 1.522
H 2.687 0.092 1.026
H 0.003 -0.197 3.224
H -2.397 -2.496 -0.747
H -3.550 -2.939 0.637
H -3.601 0.607 -1.181
H -2.182 0.376 -0.327
H -2.442 -0.493 -1.679
*
```

- Kohn-Sham gap (eV) = 9.876
- highest occupied orbital energy (Ha) = -0.3463
- SMILES = CN(C)CC#CCOCCOCCC#N


Energies relative to the most stable structure, in hartree: (a) 0.0000; (b) 0.3515.


(a)
Here is the molecule C8H15N from the OMol25 dataset. Energies are from ωB97M-V/def2-TZVPD.

Structure (ORCA input):
```
! RIJCOSX wB97M-V def2-TZVPD def2/J DEFGRID3
* xyz 0 1
C -0.098 -1.557 0.035
C -0.037 2.431 0.395
C -2.311 -0.040 0.849
C -0.628 -1.994 -1.322
C 0.042 0.935 0.286
C 1.349 0.293 -0.026
C -0.904 0.014 0.402
N 2.178 0.041 1.089
C 1.861 0.432 -1.287
H 1.673 0.098 1.969
H 2.983 0.658 1.094
H 0.911 -1.953 0.168
H -0.587 -2.126 0.835
H 0.412 2.905 -0.484
H 0.524 2.774 1.270
H -1.066 2.778 0.492
H -2.539 -1.009 1.311
H -2.543 0.734 1.585
H -2.998 0.065 0.002
H 1.339 1.008 -2.041
H 2.720 -0.146 -1.603
H -1.710 -1.867 -1.405
H -0.154 -1.418 -2.123
H -0.418 -3.055 -1.491
*
```

- Kohn-Sham gap (eV) = 9.058
- highest occupied orbital energy (Ha) = -0.2980
- SMILES = C=C(N)/C(C)=C(/C)CC


(b)
Here is the molecule C8H15N from the OMol25 dataset. Energies are from ωB97M-V/def2-TZVPD.

Structure (ORCA input):
```
! RIJCOSX wB97M-V def2-TZVPD def2/J DEFGRID3
* xyz 0 1
C 0.701 0.132 1.773
C -0.645 -0.634 1.591
C -0.940 -1.397 0.133
C -1.075 -0.504 -1.249
C -0.979 0.844 -0.875
C 0.519 0.331 -0.963
C 0.144 -0.445 -2.141
C 1.301 1.399 1.003
H 1.541 -0.591 1.599
H 0.738 0.707 2.675
H -0.869 -1.489 2.354
H -1.466 0.053 1.678
H -2.061 -1.538 0.316
H -0.256 -2.236 0.305
H -2.119 -0.818 -1.719
H -1.558 1.179 0.013
H -1.036 1.382 -1.726
H 0.621 -0.593 -0.342
H -0.271 -0.028 -3.186
H 0.781 -1.371 -2.398
H 2.325 0.809 -0.854
H 0.707 2.248 1.149
H 2.377 1.426 1.376
N 1.519 1.132 -0.513
*
```

- Kohn-Sham gap (eV) = 9.010
- highest occupied orbital energy (Ha) = -0.2920


Energies relative to the most stable structure, in hartree: (a) 0.0000; (b) 0.1289.


(a)
Here is the molecule C2H2OS from the OMol25 dataset. Energies are from ωB97M-V/def2-TZVPD.

Structure (ORCA input):
```
! RIJCOSX wB97M-V def2-TZVPD def2/J DEFGRID3
* xyz 0 1
C 0.668 0.382 0.010
C -0.665 -0.482 0.114
O 1.758 -0.127 -0.139
S -2.178 0.111 0.027
H -0.342 -1.491 0.115
H 0.760 1.607 -0.128
*
```

- Kohn-Sham gap (eV) = 7.894
- highest occupied orbital energy (Ha) = -0.3493
- SMILES = O=CC=S


(b)
Here is the molecule C2H2OS from the OMol25 dataset. Energies are from ωB97M-V/def2-TZVPD.

Structure (ORCA input):
```
! RIJCOSX wB97M-V def2-TZVPD def2/J DEFGRID3
* xyz 0 1
C 0.180 -0.603 0.519
C 0.168 0.530 -0.496
O 0.186 -1.706 -0.012
S -0.130 2.164 -0.156
H -0.461 0.002 -1.285
H 0.056 -0.388 1.430
*
```

- Kohn-Sham gap (eV) = 7.507
- highest occupied orbital energy (Ha) = -0.3486
- SMILES = O=CC=S


(c)
Here is the molecule C2H2OS from the OMol25 dataset. Energies are from ωB97M-V/def2-TZVPD.

Structure (ORCA input):
```
! RIJCOSX wB97M-V def2-TZVPD def2/J DEFGRID3
* xyz 0 1
C 0.664 1.969 -1.488
C -0.358 0.412 0.555
O 0.764 2.097 -2.631
S -0.563 1.785 -0.387
H -0.026 -0.411 0.046
H -0.362 0.367 1.581
*
```

- Kohn-Sham gap (alpha / beta) (eV) = 6.936 / 7.910
- highest occupied orbital energy (alpha / beta) (Ha) = -0.2903 / -0.3083


Energies relative to the most stable structure, in hartree: (a) 0.0000; (b) 0.0341; (c) 0.0627.


(a)
Here is the ion C8H7N2O with charge +1 from the OMol25 dataset. Energies are from ωB97M-V/def2-TZVPD.

Structure (ORCA input):
```
! RIJCOSX wB97M-V def2-TZVPD def2/J DEFGRID3
* xyz 1 1
C -0.098 1.073 -1.971
C 0.527 -1.272 2.372
C 1.831 0.568 -0.360
C 1.038 -0.011 0.597
C -0.424 -0.246 0.766
C -1.359 -0.075 -0.261
C 2.823 1.177 -0.903
C -2.830 -0.510 -0.405
N 1.550 -0.890 1.703
N -0.908 0.681 -1.290
O -0.684 -0.955 1.872
H 0.562 -1.919 3.311
H 0.966 1.650 -1.827
H 3.222 0.783 -1.847
H 3.475 1.971 -0.503
H -3.598 0.006 0.194
H -3.010 -1.610 -0.044
H -3.082 -0.420 -1.404
*
```

- Kohn-Sham gap (eV) = 7.589
- highest occupied orbital energy (Ha) = -0.4794
- SMILES = C#[N+]/C(C)=c1/ocnc1=C=C


(b)
Here is the ion C8H7N2O with charge +1 from the OMol25 dataset. Energies are from ωB97M-V/def2-TZVPD.

Structure (ORCA input):
```
! RIJCOSX wB97M-V def2-TZVPD def2/J DEFGRID3
* xyz 1 1
C 0.055 -1.159 1.363
C 0.560 1.204 -2.464
C 0.315 -1.153 0.046
C 0.269 -0.005 -0.743
C -0.219 1.340 -0.464
C -0.821 1.874 0.588
C 0.752 -2.459 -0.574
C -1.425 2.408 1.583
N 0.727 0.002 -2.022
N -0.280 -1.307 2.481
O 0.011 2.057 -1.624
H 0.840 1.533 -3.449
H 1.620 -2.864 -0.060
H 1.004 -2.272 -1.614
H -0.050 -3.192 -0.528
H 0.043 -1.310 3.429
H -2.500 2.369 1.687
H -0.900 2.935 2.366
*
```

- Kohn-Sham gap (alpha / beta) (eV) = 7.515 / 7.516
- highest occupied orbital energy (alpha / beta) (Ha) = -0.4787 / -0.4787
- SMILES = C=C=c1ocn/c1=C(\C)C#[NH+]


Energies relative to the most stable structure, in hartree: (a) 0.1133; (b) 0.0000.